[1]
ORCA calculation (the ωB97M-V functional and the def2-TZVPD basis) on 3 unconnected molecules or ions with the total composition C16H40N3O9P2 in a non-equilibrium geometry.

Computed properties:
- multiplicity = 1
- largest force on an atom (eV Å⁻¹) = 6.63
- charge = +1
- Kohn-Sham gap (eV) = 8.36
- total energy (eV) = -58710.674

Each line ends with the natural charge from an NBO analysis.
Atoms and positions in Å:
N1 -2.39064 -3.29257 -1.28050  -0.86
C1 -1.60915 -3.26102 -2.46301  0.74
N2 -2.25169 -3.54658 -3.60749  -0.80
N3 -0.33649 -2.91224 -2.41696  -0.49
C2 0.60680 -3.52762 -3.37458  -0.27
C3 1.24139 -4.75714 -2.69643  0.04
C4 0.36222 -5.97206 -2.63033  -0.13
O1 1.47482 -5.83944 -3.52156  -0.44
H1 -1.98807 -3.99206 -0.65400  0.40
H2 -2.28424 -2.41097 -0.77284  0.42
H3 -2.12194 -2.94894 -4.40759  0.44
H4 -2.79841 -4.38913 -3.65987  0.44
H5 0.01963 -2.88530 -1.46867  0.44
H6 1.46488 -2.87085 -3.50399  0.24
H7 0.16405 -3.88099 -4.29447  0.24
H8 1.90516 -4.56822 -1.85870  0.20
H9 -0.59252 -5.70673 -3.06347  0.16
H10 0.51863 -6.69323 -1.84576  0.22
O2 -0.99576 -1.00496 1.78773  -1.08
P1 -1.18691 -0.52065 3.18570  2.51
O3 0.15286 -1.03820 3.96529  -0.81
C5 1.43880 -0.93015 3.35632  -0.06
C6 1.97404 0.48757 3.36350  -0.64
O4 -2.27681 -1.58852 3.76276  -0.81
C7 -2.96791 -2.48860 2.90132  -0.06
C8 -2.22357 -3.80694 2.77104  -0.64
O5 -1.70391 0.55397 4.25230  -0.77
C9 -0.93931 1.23591 5.25159  -0.06
C10 -0.55029 2.63368 4.80427  -0.63
H11 1.42088 -1.32177 2.33614  0.18
H12 2.10384 -1.57617 3.93057  0.19
H13 1.30760 1.16070 2.81666  0.20
H14 2.95905 0.52929 2.89838  0.23
H15 2.06621 0.86342 4.38302  0.21
H16 -3.13792 -2.03328 1.92563  0.17
H17 -3.94878 -2.66304 3.34367  0.19
H18 -1.15772 -3.65517 2.59393  0.21
H19 -2.64000 -4.40495 1.95564  0.19
H20 -2.31149 -4.37984 3.69409  0.22
H21 -0.07671 0.66585 5.58357  0.20
H22 -1.59746 1.31235 6.11799  0.20
H23 -0.11620 2.62318 3.80399  0.21
H24 0.16363 3.07562 5.49905  0.23
H25 -1.42852 3.27815 4.76135  0.22
O6 -0.79087 2.56110 -2.39556  -1.04
P2 0.27377 3.14026 -1.53780  2.49
O7 1.63905 2.97559 -2.42823  -0.82
C11 1.63675 3.26384 -3.82595  -0.07
C12 1.62243 4.75059 -4.11726  -0.64
O8 0.48515 1.95897 -0.42632  -0.82
C13 -0.43548 0.87254 -0.32765  -0.07
C14 0.00080 -0.29537 -1.18184  -0.61
O9 0.81166 4.20417 -0.46113  -0.78
C15 1.91063 5.10821 -0.59651  -0.06
C16 1.44734 6.50401 -0.97451  -0.63
H26 0.79812 2.77235 -4.32308  0.19
H27 2.54807 2.82161 -4.23136  0.19
H28 0.73198 5.22260 -3.69488  0.20
H29 1.62962 4.93203 -5.19203  0.23
H30 2.49661 5.24074 -3.68692  0.21
H31 -1.44256 1.19738 -0.58857  0.19
H32 -0.46176 0.53416 0.70748  0.22
H33 0.30444 0.01048 -2.18440  0.22
H34 -0.80880 -1.01011 -1.25739  0.16
H35 0.86738 -0.78785 -0.72518  0.19
H36 2.67587 4.74232 -1.27482  0.20
H37 2.37890 5.14718 0.38840  0.20
H38 0.75313 6.47689 -1.81418  0.21
H39 2.29708 7.13545 -1.23378  0.22
H40 0.91863 6.96850 -0.14182  0.22

Cartesian forces (eV/Å) of the 2 atoms listed first:
N 0.77 -0.69 0.02
C -0.42 0.54 0.65



[2]
ORCA calculation (the ωB97M-V functional and the def2-TZVPD basis) on a molecular structure, C22H26N4O3 in a non-equilibrium geometry.

Computed properties:
- multiplicity = 1
- largest force on an atom (eV Å⁻¹) = 18.28
- charge = 0
- Kohn-Sham gap (eV) = 8.12
- energy above the lowest of the compared OMol25 structures with the same formula, charge and spin (kcal per mole) = 630.2
- total energy (eV) = -35314.471

Each line ends with the natural charge from an NBO analysis.
Atoms and positions in Å:
C1 2.11291 0.02111 8.57208  -0.22
H1 1.82422 -0.85080 8.95315  0.19
O1 1.23691 0.27155 7.36141  -0.57
C2 1.35229 1.48344 6.79471  -0.06
C3 0.16485 1.67533 5.78929  -0.18
N1 0.41404 0.36084 4.92648  -0.49
C4 0.79481 0.39322 3.70319  0.59
O2 1.07626 1.74046 3.01750  -0.75
C5 1.05938 -0.69599 2.84537  -0.24
N2 1.24385 -0.58086 1.41619  -0.39
C6 0.58867 -0.59541 0.40162  0.11
C7 1.09959 -0.13701 -0.72780  -0.18
C8 0.19648 -0.02624 -1.99411  -0.01
C9 -0.85246 -0.40061 -2.45881  -0.26
C10 -1.93178 -0.64752 -1.50356  0.26
N3 -2.76527 -1.24496 -0.73714  -0.36
C11 -1.46641 -0.21528 -3.78629  0.64
O3 -0.52199 0.07392 -4.61877  -0.71
N4 -2.57483 -0.29564 -4.23783  -0.51
H2 -3.18173 -0.72319 -3.32643  0.37
C12 -3.18792 -0.10532 -5.36788  -0.06
H3 -2.22106 -0.12020 -5.99852  0.27
C13 -3.83687 -1.53420 -5.87475  -0.39
C14 -5.32438 -1.37527 -5.43936  -0.38
C15 -5.42851 0.49955 -5.96930  -0.39
H4 -6.46792 0.72044 -5.50732  0.21
H5 -5.83761 0.33738 -6.88498  0.20
C16 -4.14402 0.94700 -5.52423  -0.39
H6 -3.97210 1.63844 -5.96783  0.18
H7 -4.42926 1.23904 -4.41124  0.20
H8 -5.99798 -1.81630 -6.07875  0.20
H9 -5.58024 -1.20202 -4.38141  0.20
H10 -3.51842 -2.38022 -5.37354  0.21
H11 -3.94326 -1.59630 -6.83060  0.20
H12 0.97606 0.16674 -2.80428  0.25
C17 2.52278 -0.05088 -0.60313  -0.07
C18 3.44549 0.52255 -1.28819  -0.18
C19 4.70726 0.23547 -0.61775  -0.21
C20 4.87389 0.27938 0.74117  -0.27
C21 3.92439 -0.15556 1.58326  -0.18
C22 2.42352 -0.38653 0.88630  0.20
H13 4.00965 -0.44484 2.70213  0.21
H14 5.80580 0.40311 1.30453  0.22
H15 5.44217 0.76251 -1.09922  0.19
H16 3.45499 0.59793 -2.25120  0.21
H17 -0.77052 -0.82204 0.53397  0.20
H18 -0.04667 -1.41179 2.88954  0.22
H19 1.63939 -1.41167 3.23341  0.24
H20 0.47564 -0.40252 5.18722  0.34
H21 -0.52967 1.46063 6.29452  0.17
H22 0.48178 2.48387 5.10495  0.29
H23 2.43668 1.53907 6.33479  0.15
H24 1.27041 2.41012 7.30152  0.17
H25 1.91841 0.81521 9.32842  0.18
H26 3.06054 -0.02395 8.19068  0.18

Cartesian forces (eV/Å) of the 2 atoms listed first:
C -2.77 4.49 -2.07
H -1.24 -3.65 1.36



[3]
ORCA calculation (the ωB97M-V functional and the def2-TZVPD basis) on 2 unconnected molecules or ions with the total composition C4H13N2S in a non-equilibrium geometry.

Computed properties:
- multiplicity = 2
- <S²> = 0.7626
- largest force on an atom (eV Å⁻¹) = 3.02
- charge = +2
- Kohn-Sham gap (alpha / beta) (eV) = 9.15 / 4.35
- energy above the lowest of the compared OMol25 structures with the same formula, charge and spin (kcal per mole) = 34.6
- total energy (eV) = -18154.434

Each line ends with the natural charge from an NBO analysis.
Atoms and positions in Å:
C1 1.04571 -0.68069 1.77596  -0.24
C2 1.12056 0.73226 1.14683  -0.58
S1 2.26219 0.76444 -0.24728  0.16
N1 -0.19811 -0.80391 2.65307  -0.67
H1 1.89013 -0.81163 2.45303  0.25
H2 1.08069 -1.51552 1.07940  0.24
H3 1.52542 1.40910 1.90225  0.27
H4 0.10692 1.06109 0.91185  0.21
H5 1.39476 0.52609 -1.24675  0.11
H6 -0.16560 -1.70390 3.13848  0.46
H7 -1.04374 -0.75978 2.09251  0.43
H8 -0.18010 -0.04756 3.33488  0.45
C3 -1.57822 0.89566 -3.17548  -0.08
C4 -0.98186 0.60650 -1.98662  0.07
N2 -0.46828 -0.66497 -1.66434  -0.66
H9 -1.86103 0.07120 -3.82210  0.23
H10 -1.70661 1.91611 -3.51114  0.26
H11 -0.76298 1.39706 -1.27377  0.24
H12 -0.37961 -1.21877 -2.51452  0.42
H13 -1.10022 -1.17278 -1.04626  0.43

Cartesian forces (eV/Å) of the 2 atoms listed first:
C 0.45 0.43 0.31
C -0.29 -0.93 0.41



Please write out number 3 again, unchanged.
ORCA calculation (the ωB97M-V functional and the def2-TZVPD basis) on 2 unconnected molecules or ions with the total composition C4H13N2S in a non-equilibrium geometry.

Computed properties:
- multiplicity = 2
- <S²> = 0.7626
- largest force on an atom (eV Å⁻¹) = 3.02
- charge = +2
- Kohn-Sham gap (alpha / beta) (eV) = 9.15 / 4.35
- energy above the lowest of the compared OMol25 structures with the same formula, charge and spin (kcal per mole) = 34.6
- total energy (eV) = -18154.434

Each line ends with the natural charge from an NBO analysis.
Atoms and positions in Å:
C1 1.04571 -0.68069 1.77596  -0.24
C2 1.12056 0.73226 1.14683  -0.58
S1 2.26219 0.76444 -0.24728  0.16
N1 -0.19811 -0.80391 2.65307  -0.67
H1 1.89013 -0.81163 2.45303  0.25
H2 1.08069 -1.51552 1.07940  0.24
H3 1.52542 1.40910 1.90225  0.27
H4 0.10692 1.06109 0.91185  0.21
H5 1.39476 0.52609 -1.24675  0.11
H6 -0.16560 -1.70390 3.13848  0.46
H7 -1.04374 -0.75978 2.09251  0.43
H8 -0.18010 -0.04756 3.33488  0.45
C3 -1.57822 0.89566 -3.17548  -0.08
C4 -0.98186 0.60650 -1.98662  0.07
N2 -0.46828 -0.66497 -1.66434  -0.66
H9 -1.86103 0.07120 -3.82210  0.23
H10 -1.70661 1.91611 -3.51114  0.26
H11 -0.76298 1.39706 -1.27377  0.24
H12 -0.37961 -1.21877 -2.51452  0.42
H13 -1.10022 -1.17278 -1.04626  0.43

Cartesian forces (eV/Å) of the 2 atoms listed first:
C 0.45 0.43 0.31
C -0.29 -0.93 0.41



multiplicity of number 2 (C22H26N4O3)? 1